Entry 1:
Density functional theory data (ωB97M-V/def2-TZVPD) for 2 unconnected molecules or ions with the total composition C3H8NO3.

Results
LUMO energy (spin up / spin down)	0.7 / -2.7	eV
expectation value of S²	0.756
energy relative to the best compared isomer or geometry (same formula, charge and spin)	18.3	kcal/mol
orbital gap (spin up / spin down)	10.462 / 7.393	eV
energy	-10870.87663	eV

The geometry in ORCA input format:
```
! RIJCOSX wB97M-V def2-TZVPD def2/J DEFGRID3
* xyz 0 2
H -0.89811 3.17529 0.46356
O 0.75550 -0.09297 -1.62199
C 0.71560 -0.99719 1.15157
H 0.67919 0.76326 -1.13398
H -0.79723 -1.33796 -1.77649
C -0.28453 -0.76301 -1.04286
H 1.52603 -0.36085 0.82157
H -0.64216 -2.25351 0.24128
H -0.99080 0.03304 -0.59417
C -0.53274 2.19180 0.11652
H 1.15159 -1.74301 1.81636
O 0.64507 2.07649 -0.14149
O -1.43861 1.30292 -0.00595
N 0.11076 -1.62128 -0.00043
H 0.00045 -0.37304 1.70649
*
```



Entry 2:
Density functional theory data (ωB97M-V/def2-TZVPD) for a molecular structure, C43H33AsClF6IN3NaO4.

Results
LUMO energy	3.5	eV
energy relative to the best compared isomer or geometry (same formula, charge and spin)	19.3	kcal/mol
orbital gap	4.585	eV
energy	-159974.55941	eV

The geometry in ORCA input format:
```
! RIJCOSX wB97M-V def2-TZVPD def2/J DEFGRID3
* xyz -2 1
C -3.33958 3.10437 3.06174
C 3.36651 2.74012 4.10595
H 3.66394 -0.20348 -5.21669
Na 0.29288 -0.62553 -0.38260
H -0.33797 -3.57557 -9.12822
O -1.99561 -1.76020 -6.31695
H -1.81735 6.20000 4.78046
H 3.75787 3.97297 2.38901
C 3.03746 3.34315 2.89655
N -0.53297 -3.28055 -7.10513
C 3.10263 -1.46900 2.03935
H -3.01828 -4.08264 0.26577
H -3.75424 -2.89220 -2.02988
H 0.76834 5.41451 -2.90344
H 2.74666 1.40113 5.66096
F 4.27179 -1.65251 1.40072
C -4.17369 4.06307 3.62083
C -0.62154 -2.86773 -4.70283
H 0.21657 -4.80929 -5.12588
C -3.48347 -2.38642 -1.10888
H -1.11166 -1.05484 -8.19470
H 4.34473 2.90336 4.54216
H 0.46920 -1.06336 2.42272
H -0.34127 4.49156 3.80116
H 1.03808 -5.10860 -2.79449
F 2.79468 -0.16534 1.91772
F 3.41628 -4.15356 0.85090
C 1.79361 3.11126 2.31948
C 1.21486 1.67136 4.17509
H -2.86027 -0.32331 3.62591
C -0.84396 -1.93574 -3.69798
O 1.68290 -1.99964 0.20908
Cl 2.55607 4.77675 -4.99028
C 0.72868 -2.12339 2.42486
H 1.19563 0.02609 6.46179
C -1.12069 -2.57750 -6.08104
H -3.77503 2.24841 2.55539
C -1.87581 -0.97235 5.42375
As -0.88496 1.79042 2.29990
C -1.41567 4.36228 3.75128
C -3.09054 -3.01465 0.09527
H 2.47795 -1.41438 -3.37181
C -3.63038 5.18026 4.24568
C -3.39808 -0.99527 -0.92876
C -0.97318 0.66639 3.92394
O -0.60775 -1.60493 -8.81203
H -2.47583 -2.15732 2.06212
H -5.24880 3.94197 3.55728
H -0.12540 -2.66484 2.01713
C 1.93194 -2.33319 1.48493
C 0.51109 -4.21155 -3.09159
C -2.25120 5.32790 4.30447
C 0.97028 4.35334 -2.83644
C 0.29692 -0.01931 5.85734
C 0.17921 0.75494 4.70788
H -2.86334 0.21926 0.86568
C 3.04469 0.34429 -4.51654
C 2.06613 2.38269 -3.70166
C 0.36093 3.59676 -1.82590
O 0.09134 1.50495 -0.74022
C 0.26894 -3.20548 -2.15755
C -1.99492 -0.20656 4.26968
I -0.95685 4.54174 -0.52213
F 1.31785 -4.59405 1.08566
H -3.61192 -0.23758 -1.67372
C 0.87687 2.29868 2.97303
C -0.90502 -2.93568 -8.45587
C 1.80900 3.77758 -3.74536
N -0.40042 -2.09252 -2.45513
C 2.88387 1.69625 -4.62541
H -0.63921 -1.48956 7.10310
C 2.38006 -0.33631 -3.48119
C -2.78176 -2.00052 1.03439
C 2.32274 -3.83597 1.57011
H -4.27904 5.93334 4.67724
C 0.58154 2.20995 -1.64742
H -1.96914 -3.13872 -8.57384
C 1.45197 1.61268 -2.68730
C 2.46481 1.89810 4.74022
F 3.35723 -1.68235 3.35846
C -0.73485 -0.87557 6.21550
N 1.61794 0.27106 -2.60739
H 0.41423 -3.58588 -6.95042
H 0.65272 -3.27078 -1.14145
H -2.66366 -1.66604 5.69187
F 2.55952 -4.27853 2.83170
H -1.40675 -1.03337 -3.90780
H 0.90549 -2.42314 3.45878
H 3.37167 2.25366 -5.41431
C 0.06379 -4.03297 -4.38355
C -1.95270 3.23715 3.13490
H 1.54469 3.54742 1.36159
C -2.97002 -0.75140 0.40323
*
```



Entry 3:
Density functional theory data (ωB97M-V/def2-TZVPD) for a molecular structure, C5H3CdO6.

Results
LUMO energy	-5.3	eV
energy relative to the best compared isomer or geometry (same formula, charge and spin)	20.7	kcal/mol
orbital gap	5.306	eV
energy	-22070.17612	eV

The geometry in ORCA input format:
```
! RIJCOSX wB97M-V def2-TZVPD def2/J DEFGRID3
* xyz 1 1
H 0.44260 1.28826 3.10021
O -1.15700 -1.43190 -3.10232
H 1.65280 1.57451 2.29045
O -0.24262 -3.47746 0.76780
Cd -0.64383 -0.14753 0.44455
C 3.47582 0.44757 -1.75233
O -0.60068 2.82333 -1.04644
O -3.83008 -0.89744 1.69743
C -0.73119 -1.09035 -2.11441
O 4.45161 0.77825 -2.24126
C -0.15115 -2.30381 0.66482
H 0.74247 -1.44220 0.49138
C -2.81422 -0.57175 1.30771
O 0.91272 0.94960 2.31640
C -0.33540 1.80440 -0.59305
*
```



Entry 4:
Density functional theory data (ωB97M-V/def2-TZVPD) for a molecular structure, C30H34AsBr2LaN2O3S4.

Results
LUMO energy	2.8	eV
energy relative to the best compared isomer or geometry (same formula, charge and spin)	61.8	kcal/mol
orbital gap	3.911	eV
energy	-285911.97277	eV

The geometry in ORCA input format:
```
! RIJCOSX wB97M-V def2-TZVPD def2/J DEFGRID3
* xyz -2 1
H -6.94771 -13.34367 -17.31968
H -5.39278 -12.81226 -15.53163
C -9.15272 -11.85187 -12.70489
H -8.93095 -11.94102 -9.93300
C -12.16718 -23.06741 -12.64626
C -11.11017 -10.39515 -12.20902
C -7.54373 -10.07747 -16.15164
H -7.25900 -11.66683 -18.07783
C -9.34221 -13.25665 -12.54742
C -7.77149 -12.14904 -14.72462
O -7.64074 -19.85685 -8.20634
C -7.05216 -11.54088 -15.93973
C -5.51478 -11.70026 -15.60377
H -7.00124 -9.63982 -17.04434
H -9.05211 -9.06775 -10.68629
H -7.48488 -14.27337 -15.24185
H -4.78311 -17.66111 -5.47657
C -5.93499 -16.35506 -6.77371
C -5.99940 -18.75606 -6.89820
H -10.08904 -21.16184 -10.61833
N -8.71150 -18.21321 -10.06946
H -10.07995 -25.46114 -11.40923
Br -11.82347 -17.88047 -13.58777
H -5.58203 -15.41669 -6.39275
H -11.78698 -11.35214 -12.52418
H -11.93420 -25.23475 -12.97515
H -7.12288 -9.45010 -15.33747
C -5.47901 -17.58291 -6.33535
C -11.60964 -24.36433 -12.39949
H -9.85841 -17.82124 -8.32333
H -13.13172 -22.99402 -13.08990
N -9.88083 -18.33714 -10.90741
O -10.26488 -13.85849 -11.82485
H -7.78111 -9.93326 -11.52868
S -12.42951 -13.86629 -8.70887
H -5.52798 -19.69651 -6.69821
H -5.19245 -11.29329 -14.60983
C -7.20126 -18.72078 -7.62564
C -9.97451 -23.35030 -11.00560
C -8.60126 -14.08478 -13.50801
H -9.13425 -23.46709 -10.36262
H -11.73527 -9.94540 -11.49345
H -8.28195 -10.27435 -13.86881
C -11.88649 -20.58454 -12.73114
H -8.63925 -9.96595 -16.27320
C -7.92755 -13.53419 -14.57317
H -9.20200 -20.03166 -11.90688
C -10.50034 -22.07051 -11.18588
S -15.80812 -14.54405 -8.64882
O -9.24760 -16.05757 -9.31494
H -11.01404 -9.77219 -13.12449
C -9.91677 -19.24530 -11.85712
C -9.73954 -10.90241 -11.63400
C -11.16859 -19.40967 -12.58005
H -8.93896 -8.87935 -12.41144
C -9.01158 -17.32931 -8.90806
C -11.52071 -21.90984 -12.24283
H -10.70624 -12.22668 -10.21073
H -7.61499 -15.38902 -7.77786
C -9.89819 -11.48666 -10.30993
H -12.75812 -20.45010 -13.28740
S -13.78954 -15.03479 -11.67204
Br -8.44443 -15.90748 -13.12321
H -8.19141 -19.48436 -9.02810
H -4.78234 -11.25657 -16.34006
As -13.96061 -15.33660 -9.47414
C -8.35972 -11.32811 -13.72599
S -13.21521 -17.37199 -8.98430
H -10.30015 -10.73495 -9.60442
C -7.38539 -12.33560 -17.20960
H -8.02420 -17.60723 -10.50147
H -8.49372 -12.53743 -17.24423
C -7.82140 -17.46866 -7.92760
C -7.14806 -16.32685 -7.53613
C -8.80597 -9.65475 -11.54993
La -10.96860 -15.83380 -10.78456
C -10.52525 -24.50836 -11.57171
*
```



Entry 5:
Density functional theory data (ωB97M-V/def2-TZVPD) for a single C4H8ClOP molecule.

Results
LUMO energy	0.7	eV
energy relative to the best compared isomer or geometry (same formula, charge and spin)	52.4	kcal/mol
structure (SMILES)	O=C(Cl)CCCP
orbital gap	10.621	eV
energy	-28135.25068	eV

The geometry in ORCA input format:
```
! RIJCOSX wB97M-V def2-TZVPD def2/J DEFGRID3
* xyz 0 1
H 0.96198 -2.87924 -0.65494
C -1.20068 1.08070 0.01823
H -1.17348 1.24121 -1.03937
O -2.24887 -0.49618 1.48905
C 0.22672 0.75066 0.46508
Cl -3.76847 0.41271 -0.29714
H 0.36800 0.63982 1.50276
H 1.76711 -0.61453 -0.51413
H 0.12976 -0.36541 -1.34988
H -1.32534 2.03208 0.44485
C 0.70125 -0.49662 -0.34400
H -0.83490 -2.64323 -0.13569
H 0.82053 1.60301 0.28455
C -2.28760 0.23099 0.56499
P 0.39335 -2.19244 0.56189
*
```



Entry 6:
Density functional theory data (ωB97M-V/def2-TZVPD) for a molecular structure, C7H3NO5SnTe4.

Results
LUMO energy	4.1	eV
energy relative to the best compared isomer or geometry (same formula, charge and spin)	8.1	kcal/mol
orbital gap	5.316	eV
energy	-54044.33196	eV

The geometry in ORCA input format:
```
! RIJCOSX wB97M-V def2-TZVPD def2/J DEFGRID3
* xyz -2 1
O 0.49068 2.99504 -0.31932
C -1.15096 -1.21025 1.72146
H -1.82545 2.00054 2.60536
Sn 1.05113 0.28316 -2.10857
Te 4.42524 -1.02381 -5.33893
Te 0.19913 -0.69308 -4.75050
C -1.76942 -0.15933 2.37821
O -0.28594 3.65494 1.70286
N 0.15822 0.36773 0.48516
C 0.50219 -1.98664 -0.01437
C -0.42664 1.37590 1.13453
C -0.19251 -0.88308 0.77866
C -1.40300 1.14332 2.09384
Te 3.83135 0.11254 -2.91571
H -3.03967 0.38278 3.68256
Te 2.05499 -1.74406 -6.47088
O 1.01399 -1.63703 -1.14346
C -0.02135 2.83327 0.79908
O -2.73733 -0.45107 3.30789
O 0.51391 -3.11643 0.45115
H -1.38856 -2.24442 1.92099
*
```